No. 1
110
Properties=species:S:1:pos:R:3 method="wB97M-V/def2-TZVPD" e_homo_ev=0.3 total_energy_ha=-2816.729360 de_lowest_ev=8.8330 charge=-2 orbital_gap_ev=3.531
N 0.197 0.277 -0.434
H -0.802 0.053 -0.739
H 0.668 -0.665 -0.497
H 0.125 0.418 0.599
H 0.527 1.037 -0.951
P -0.623 -2.011 1.614
O 0.768 -1.557 1.748
O -1.565 -0.754 1.517
O -1.022 -2.943 2.639
O -0.619 -2.528 0.265
O 2.735 -0.752 -4.175
C 2.246 -1.858 -3.717
O 3.061 -2.906 -3.575
C 4.519 -2.940 -3.853
C 5.277 -4.272 -3.653
C 0.893 -2.162 -3.371
H 5.017 -2.149 -3.421
H 4.532 -2.606 -4.764
H 4.937 -4.612 -2.646
H 6.319 -4.172 -3.659
H 4.935 -4.940 -4.334
H 0.090 -1.471 -3.723
H 0.796 -2.401 -2.267
H 0.346 -2.784 -3.920
O 1.675 0.112 5.150
C 0.638 0.256 4.511
O -0.411 0.948 4.850
C -0.339 1.482 6.208
C -1.493 2.372 6.436
C 0.616 -0.421 3.163
H 0.606 2.068 6.407
H -0.513 0.762 7.089
H -2.544 1.957 6.159
H -1.439 3.388 5.819
H -1.429 2.545 7.440
H -0.260 -1.115 3.094
H 1.449 -1.094 2.874
H 0.399 0.230 2.293
O -2.101 4.027 -1.075
C -2.830 3.613 -0.206
O -3.385 4.311 0.805
C -3.022 5.621 0.968
C -3.775 6.294 2.235
C -2.997 2.111 -0.069
H -3.382 6.035 0.100
H -1.856 5.784 1.081
H -5.005 6.207 2.178
H -3.704 7.189 2.425
H -3.721 5.656 3.133
H -2.626 1.720 0.859
H -2.886 1.396 -0.930
H -4.090 1.858 0.222
O 4.433 -5.199 0.236
C 3.292 -4.948 0.336
O 2.457 -5.826 1.116
C 1.087 -5.386 1.494
C 0.359 -6.470 2.300
C 2.628 -3.671 -0.263
H 0.490 -4.983 0.517
H 1.284 -4.504 2.043
H -0.766 -6.337 2.648
H 0.878 -6.895 3.117
H 0.105 -7.298 1.572
H 3.403 -3.001 -0.874
H 2.152 -2.855 0.498
H 1.905 -4.097 -0.709
O -1.917 0.081 -3.155
C -2.545 -0.934 -3.066
O -2.916 -1.751 -4.143
C -2.591 -1.364 -5.465
C -2.776 -2.741 -6.243
C -2.995 -1.740 -1.833
H -1.614 -1.021 -5.695
H -3.414 -0.572 -5.808
H -3.731 -3.155 -5.998
H -1.874 -3.590 -6.003
H -2.885 -2.608 -7.279
H -3.998 -1.775 -1.663
H -2.454 -1.159 -0.851
H -2.873 -2.755 -1.820
C -0.506 4.393 4.802
C -0.466 3.761 3.427
O 0.174 4.331 2.406
C -1.460 2.529 3.136
H -1.645 4.708 5.088
H 0.185 5.234 4.732
H 0.101 3.673 5.495
H -0.919 1.660 2.734
H -2.522 2.777 2.720
H -1.780 2.207 4.208
C 0.223 1.543 -4.801
C -0.080 2.821 -3.981
O 0.558 2.836 -2.731
C -1.070 3.810 -4.324
H 0.976 0.919 -4.230
H 0.677 2.141 -5.823
H -0.616 0.668 -4.992
H -1.039 4.564 -3.648
H -2.005 3.376 -4.297
H -1.153 4.159 -5.425
C 3.903 0.160 0.362
C 3.141 1.372 0.902
O 2.485 2.257 0.073
C 2.740 1.268 2.368
H 3.444 -0.824 0.817
H 4.902 0.105 0.507
H 3.683 -0.124 -0.735
H 3.547 0.963 3.035
H 2.098 0.377 2.377
H 2.390 2.222 2.895

No. 2
110
Properties=species:S:1:pos:R:3 method="wB97M-V/def2-TZVPD" e_homo_ev=-4.6 total_energy_ha=-2722.931802 de_lowest_ev=2.9114 charge=-1 orbital_gap_ev=6.232
C -2.007 -2.055 3.814
C -1.356 -1.812 2.362
N -0.277 -1.084 2.353
C -2.127 -2.433 1.144
Al -1.087 -2.721 -0.575
I -0.113 -0.492 -1.609
C -2.483 -3.368 -1.985
C -3.469 -2.115 -2.175
O -3.523 -1.451 -3.268
C 0.318 -4.223 -0.498
C 1.829 -3.708 -0.520
C 2.285 -3.344 0.982
C 3.441 -2.253 0.907
N 2.872 -1.000 0.318
C 3.287 0.194 1.005
C 3.250 0.383 2.567
O 3.703 1.146 0.304
H -1.190 -2.329 4.551
H -2.514 -1.084 4.133
H -2.790 -2.872 3.733
H -0.006 -0.996 1.361
H -2.502 -3.463 1.480
H -3.082 -1.841 0.932
H -3.058 -4.235 -1.538
H -2.014 -3.598 -2.988
H -4.088 -1.792 -1.281
H 0.190 -4.862 -1.439
H 0.103 -4.816 0.452
H 2.032 -2.883 -1.262
H 2.480 -4.603 -0.815
H 1.349 -2.994 1.511
H 2.651 -4.260 1.551
H 3.973 -2.109 1.896
H 4.205 -2.657 0.158
H 3.272 -0.931 -0.624
H 4.277 0.143 3.004
H 3.065 1.478 2.775
H 2.500 -0.297 3.074
C 5.388 3.615 5.418
O 6.120 2.663 5.224
N 4.801 4.363 4.447
C 3.939 5.488 4.757
C 5.045 4.026 3.057
H 5.138 3.955 6.436
H 2.948 5.303 4.333
H 4.362 6.392 4.317
H 3.846 5.624 5.835
H 4.712 3.004 2.870
H 6.118 4.085 2.857
H 4.511 4.710 2.397
C 5.448 8.629 3.652
O 4.475 8.675 4.379
N 6.217 9.694 3.304
C 7.364 9.561 2.429
C 5.877 11.004 3.825
H 5.791 7.683 3.202
H 8.260 9.893 2.961
H 7.214 10.185 1.544
H 7.498 8.525 2.117
H 5.904 10.975 4.916
H 4.865 11.266 3.508
H 6.580 11.753 3.461
C 2.278 0.784 -3.940
O 1.316 0.848 -3.204
N 3.048 1.842 -4.320
C 4.184 1.689 -5.203
C 2.717 3.163 -3.821
H 2.614 -0.173 -4.372
H 5.087 2.029 -4.688
H 4.026 2.295 -6.099
H 4.312 0.646 -5.495
H 2.756 3.155 -2.729
H 1.701 3.420 -4.132
H 3.417 3.903 -4.208
C -5.696 -3.733 1.348
O -5.006 -3.035 2.061
N -5.975 -5.047 1.570
C -6.809 -5.818 0.671
C -5.420 -5.692 2.743
H -6.165 -3.340 0.431
H -7.676 -6.194 1.222
H -6.232 -6.660 0.281
H -7.154 -5.205 -0.162
H -5.765 -5.170 3.638
H -4.329 -5.633 2.703
H -5.729 -6.736 2.786
C -2.751 -6.573 -5.207
O -3.227 -6.765 -4.106
N -2.998 -5.491 -5.992
C -2.392 -5.335 -7.297
C -3.898 -4.459 -5.506
H -2.056 -7.293 -5.671
H -1.800 -4.416 -7.308
H -3.180 -5.270 -8.052
H -1.744 -6.181 -7.529
H -3.513 -4.042 -4.575
H -4.877 -4.905 -5.312
H -3.996 -3.663 -6.244
C -7.085 -0.070 -0.542
O -8.043 -0.014 0.209
N -6.316 0.985 -0.911
C -5.188 0.838 -1.814
C -6.632 2.298 -0.387
H -6.760 -1.020 -0.996
H -4.278 1.163 -1.305
H -5.355 1.460 -2.697
H -5.070 -0.198 -2.127
H -6.579 2.272 0.704
H -7.649 2.568 -0.680
H -5.931 3.039 -0.770

No. 3
116
Properties=species:S:1:pos:R:3 method="wB97M-V/def2-TZVPD" e_homo_ev=-9.2 total_energy_ha=-37828.833210 smiles="CN(C)C=O.CN(C)C=O.CN(C)C=O.CN(C)C=O.CN(C)C=O.BrCCBr.BrCCBr.BrCCBr.BrCCBr.BrCCBr.BrCCBr.BrCCBr" de_lowest_ev=5.1823 charge=0 orbital_gap_ev=9.036
C -6.542 -18.213 -15.150
N -7.296 -19.439 -15.002
C -8.674 -19.252 -14.543
C -6.804 -20.607 -15.513
O -7.274 -21.762 -15.567
H -5.457 -18.305 -15.193
H -6.606 -17.708 -14.186
H -6.833 -17.503 -15.924
H -8.716 -18.781 -13.561
H -9.197 -18.580 -15.224
H -9.363 -20.092 -14.631
H -5.814 -20.370 -15.932
C -4.228 -9.606 -12.643
N -5.018 -10.809 -12.724
C -4.932 -11.600 -13.920
C -5.623 -11.182 -11.562
O -6.335 -12.165 -11.587
H -4.114 -9.191 -13.644
H -3.296 -9.786 -12.108
H -4.772 -8.787 -12.171
H -5.313 -11.070 -14.793
H -3.855 -11.748 -14.002
H -5.419 -12.558 -13.742
H -5.408 -10.462 -10.757
C 6.273 -6.732 -19.574
N 4.856 -6.563 -19.174
C 4.161 -7.794 -19.056
C 4.357 -5.394 -18.856
O 3.159 -5.230 -18.555
H 6.700 -7.483 -18.910
H 7.028 -5.946 -19.579
H 6.238 -7.151 -20.580
H 3.109 -7.631 -18.824
H 4.224 -8.387 -19.968
H 4.603 -8.356 -18.233
H 5.083 -4.567 -18.846
C 1.206 -13.728 -12.981
N 1.150 -14.003 -14.458
C 0.550 -15.228 -14.978
C 1.578 -13.053 -15.388
O 1.435 -13.172 -16.587
H 1.333 -12.658 -12.819
H 2.044 -14.268 -12.540
H 0.321 -14.126 -12.485
H 0.269 -15.951 -14.213
H -0.326 -15.027 -15.596
H 1.310 -15.732 -15.575
H 2.019 -12.159 -14.921
C 2.054 -23.492 -18.885
N 1.353 -22.302 -18.542
C 1.636 -21.111 -19.322
C 0.390 -22.189 -17.564
O -0.047 -21.128 -17.142
H 1.733 -24.394 -18.363
H 3.125 -23.361 -18.731
H 2.020 -23.682 -19.958
H 1.074 -20.199 -19.118
H 2.699 -20.897 -19.436
H 1.363 -21.372 -20.344
H 0.118 -23.188 -17.187
Br -5.166 -12.152 -25.076
C -4.277 -13.066 -23.525
C -4.983 -12.805 -22.211
Br -4.177 -14.066 -20.788
H -3.190 -12.987 -23.499
H -4.344 -14.117 -23.806
H -6.050 -13.023 -22.257
H -4.817 -11.770 -21.912
Br 8.783 -9.426 -12.898
C 7.838 -10.389 -11.405
C 6.571 -10.929 -11.974
Br 5.340 -9.330 -12.200
H 7.673 -9.691 -10.585
H 8.506 -11.203 -11.126
H 6.068 -11.505 -11.197
H 6.649 -11.614 -12.818
Br 2.530 -15.658 -23.155
C 3.935 -14.295 -23.605
C 5.061 -14.299 -22.589
Br 6.480 -13.067 -23.208
H 3.543 -13.278 -23.569
H 4.269 -14.527 -24.616
H 5.502 -15.287 -22.452
H 4.691 -13.901 -21.644
Br 1.517 -17.743 -7.081
C 3.173 -18.271 -7.873
C 3.019 -19.688 -8.435
Br 4.796 -20.373 -8.907
H 4.014 -18.408 -7.193
H 3.422 -17.627 -8.717
H 2.363 -19.773 -9.301
H 2.668 -20.184 -7.529
Br 5.228 -8.170 -6.015
C 3.321 -8.435 -5.692
C 2.708 -9.417 -6.725
Br 0.858 -9.801 -6.232
H 2.899 -7.442 -5.852
H 3.314 -8.783 -4.659
H 3.239 -10.368 -6.673
H 2.703 -9.128 -7.776
Br 5.787 -18.620 -14.924
C 5.487 -20.546 -15.025
C 6.851 -21.262 -14.915
Br 6.815 -23.292 -15.093
H 5.135 -20.736 -16.039
H 4.752 -20.888 -14.297
H 7.454 -21.140 -14.015
H 7.460 -20.949 -15.763
Br -6.951 -18.928 -7.356
C -5.794 -17.969 -8.634
C -5.184 -19.041 -9.396
Br -3.642 -18.353 -10.381
H -5.081 -17.434 -8.007
H -6.455 -17.351 -9.241
H -5.845 -19.438 -10.166
H -4.799 -19.785 -8.698